(1)
This record from the OMol25 dataset describes a cluster of 4 separate species, C6H18O5 in total at a distorted geometry. The level of theory is the ωB97M-V functional and the def2-TZVPD basis.

The geometry in XYZ format:
```
29
Properties=species:S:1:pos:R:3:forces:R:3:nbo_charge:R:1
H 0.9208 0.3200 1.4523 -0.09 -0.02 0.05 0.19
C 1.3977 0.2878 -0.6287 0.17 -0.13 -0.33 -0.63
H 1.0285 -0.1388 -1.5632 -0.14 -0.08 -0.01 0.22
H -1.3318 -0.0898 -0.5814 0.11 0.07 -0.15 0.25
H -1.5790 -0.0137 1.1367 0.09 0.20 0.23 0.25
C 0.5166 -0.1380 0.5420 -0.15 0.09 -0.18 -0.19
H -1.4012 -0.3026 -3.1458 0.13 -0.55 -0.26 0.50
O -0.8326 1.3855 -3.3258 0.15 0.13 0.48 -0.98
H 0.0039 -0.1634 3.5576 0.25 -0.16 -0.01 0.46
H -0.3039 -1.9390 1.3902 -0.06 -0.05 -0.06 0.21
O -1.1232 2.5143 -0.7591 0.11 -0.33 -0.10 -0.63
H 2.4217 -0.0675 -0.5134 0.00 0.03 0.12 0.22
C 1.8265 -2.1912 1.2773 -0.11 -0.14 -0.07 -0.60
H -0.9520 3.3713 1.4044 -0.03 0.66 -0.47 0.51
H 2.0524 -1.8006 2.2727 -0.10 0.03 -0.01 0.20
H -1.0596 -1.7383 -3.7281 -0.59 0.77 0.77 0.47
H -1.4108 1.9243 -3.8756 0.03 0.06 0.21 0.48
O -0.8881 2.4204 1.4411 0.08 -1.14 0.63 -0.71
C -1.0005 1.8297 0.2309 -0.26 0.93 0.24 0.83
C 0.5071 -1.6585 0.7148 0.54 0.18 0.28 -0.40
C -0.9354 0.3483 0.3358 0.09 -0.44 -0.41 -0.54
H 1.4509 1.3651 -0.7917 -0.07 0.07 0.22 0.21
H 2.6746 -1.9529 0.6353 -0.02 0.01 -0.04 0.20
H 1.7673 -3.2762 1.3484 0.12 -0.06 0.08 0.22
H 0.3319 -2.1320 -0.2515 -0.23 0.03 -0.07 0.21
O -1.5990 -1.2632 -3.0555 0.50 -0.32 -0.48 -0.99
O -0.8115 0.2913 3.7662 -0.24 0.23 -0.09 -0.94
H -0.8456 1.0240 3.1353 0.00 -0.03 0.12 0.48
H -0.8257 1.7839 -2.4212 -0.26 -0.04 -0.69 0.51
```
Positions in Å, forces in eV/Å.

Output
ΔE to the lowest compared entry with this formula, charge and spin   0.000 eV
HOMO-LUMO gap   11.20 eV
Calculated total energy   -16752.6894 eV
Net charge   0
SMILES   CC[C@@H](C)CC(=O)O.O.O.O



(2)
This record from the OMol25 dataset describes an isolated molecule of C6H10S at a distorted geometry. The level of theory is the ωB97M-V functional and the def2-TZVPD basis.

The geometry in XYZ format:
```
17
Properties=species:S:1:pos:R:3:forces:R:3:nbo_charge:R:1
H -1.7961 -1.0815 1.3201 -0.20 0.25 0.34 0.22
H -3.5035 -1.1825 0.6704 0.80 0.47 0.19 0.24
H 3.1177 0.2739 0.4065 0.74 0.81 0.34 0.23
C 2.1041 -0.0222 0.5262 -0.48 -3.32 3.19 -0.69
H 1.1033 2.2290 0.0830 -2.69 -1.17 -0.96 0.21
C 0.1971 -0.3077 -1.0233 3.64 -0.08 -1.90 -0.28
C -2.4288 -0.9849 0.4436 -0.39 -3.20 -0.50 -0.79
S -2.3143 0.5526 -0.3636 0.04 1.35 -0.82 0.24
H 1.4489 0.4952 1.3106 1.08 0.04 -1.98 0.25
H -2.1677 -1.9024 -0.1963 -0.12 1.41 0.52 0.21
H 1.8607 -1.2371 -1.4436 1.48 -0.01 0.53 0.22
H 2.1532 -1.0192 1.1530 0.64 1.29 -1.07 0.23
H -0.0613 -0.6446 -2.0264 -0.66 -0.43 0.39 0.22
C -0.0405 1.8907 -0.0334 2.90 3.26 1.34 -0.37
C 1.5226 -0.4962 -0.7327 -4.07 -0.21 -0.52 -0.13
C -0.5284 0.7756 -0.4973 -2.44 -0.23 1.00 -0.20
H -0.6670 2.6612 0.4034 -0.28 -0.23 -0.07 0.21
```
Positions in Å, forces in eV/Å.

Output
ΔE to the lowest compared entry with this formula, charge and spin   3.090 eV
HOMO-LUMO gap   8.86 eV
Calculated total energy   -17216.5333 eV
Net charge   0
SMILES   C=C(/C=C\C)SC



(3)
This record from the OMol25 dataset describes a cluster of 3 separate species, C14H11O9P in total at a distorted geometry. The level of theory is the ωB97M-V functional and the def2-TZVPD basis.

The geometry in XYZ format:
```
35
Properties=species:S:1:pos:R:3:forces:R:3:nbo_charge:R:1
C -2.3960 4.5915 0.1844 0.47 0.96 -0.52 0.47
H 2.2387 -0.8498 -1.9341 0.70 -0.47 -1.23 0.51
O 0.2734 -1.5685 -0.6064 0.12 -0.22 0.45 -0.57
C -1.1280 2.5804 -0.3640 1.62 -0.51 -1.11 0.30
O 2.9149 -5.3883 0.2852 -1.60 0.79 1.03 -0.64
P 3.7118 0.1364 -3.4328 0.69 -0.26 2.65 0.87
H 3.1387 0.3747 -4.7381 -1.03 0.21 0.97 -0.04
O -4.3283 4.4426 1.6957 1.67 -0.26 -1.23 -0.64
O 1.3166 -5.7594 2.4857 0.09 0.60 -0.69 -0.52
H -0.6254 4.5021 -1.0994 -0.09 -0.01 0.00 0.24
H -3.8022 1.8606 1.7842 0.04 0.03 -0.05 0.25
H -1.2495 -1.2208 0.9236 -0.24 -0.01 0.35 0.52
C 1.0725 -4.7779 1.7929 -0.43 -0.45 0.98 0.47
H -0.5784 -4.0292 3.0198 0.03 0.01 -0.06 0.25
C 0.5393 -2.5317 0.1048 0.50 0.09 -0.70 0.49
C 1.6335 -3.4625 -0.2116 -0.26 0.42 -0.14 -0.37
H 2.2156 -3.2576 -1.1013 0.00 -0.01 0.01 0.26
C 1.8863 -4.5105 0.5748 1.53 -0.92 -0.82 0.31
H 2.8932 -6.0606 1.0006 0.00 0.26 -0.28 0.50
C -2.0553 1.7661 0.4685 -0.55 -0.65 0.55 0.49
C 3.2362 1.6834 -2.3482 -5.70 7.66 3.92 -0.44
C -3.3069 3.7808 1.0392 -1.58 0.47 1.12 0.31
C 2.6283 2.7854 -1.6738 3.12 -7.61 -5.22 -0.22
C -1.2907 3.8983 -0.4957 -0.23 0.31 0.13 -0.36
H -4.2338 5.3862 1.4410 -0.05 -0.36 0.10 0.51
O -1.2672 -1.8899 1.6423 1.82 -1.13 -1.10 -0.65
C -0.2567 -2.7832 1.3374 -1.71 1.04 0.93 0.29
O -2.5802 5.7981 0.0706 -0.10 -0.93 0.29 -0.51
O 2.8853 -1.1875 -2.6208 -0.27 2.68 -0.28 -0.97
O -0.0898 1.9231 -0.9982 -1.90 0.27 1.27 -0.64
H 1.8354 3.6063 -1.3234 2.58 -2.29 -0.81 0.28
C -3.1461 2.4624 1.1679 0.24 -0.46 -0.11 -0.36
C -0.0062 -3.8331 2.1221 0.32 -0.42 0.04 -0.36
O -1.8911 0.5538 0.5555 0.06 0.95 -0.25 -0.56
H -0.1879 0.9784 -0.7483 0.15 0.19 -0.18 0.52
```
Positions in Å, forces in eV/Å.

Output
HOMO-LUMO gap   6.82 eV
Calculated total energy   -42406.4165 eV
Net charge   0
SMILES   O=C1C=C(O)C(=O)C=C1O.O=C1C=C(O)C(=O)C=C1O.C#CPO



(4)
This record from the OMol25 dataset describes a structure of composition C4H12N2 at a distorted geometry. The level of theory is the ωB97M-V functional and the def2-TZVPD basis.

The geometry in XYZ format:
```
18
Properties=species:S:1:pos:R:3:forces:R:3:nbo_charge:R:1
H -0.9388 1.5917 0.9180 0.02 0.58 0.06 0.20
H 1.0908 -0.1632 1.3574 0.38 0.20 -0.39 0.33
H -0.7637 -1.3463 0.5779 -3.14 -0.19 3.26 0.41
H -0.7586 0.9077 -1.2109 -0.17 0.40 0.18 0.22
C -0.2315 -1.5903 -0.6949 0.00 1.94 -4.41 -0.32
H -2.1940 -1.6632 -0.4835 -0.05 -0.41 1.56 0.37
H 0.6195 2.5405 0.7352 -0.45 0.19 -0.22 0.19
H 1.7278 -0.5913 -0.4217 -0.05 -0.01 0.05 0.20
N 0.7903 0.7356 1.7136 -0.48 -0.28 0.13 -0.83
H 0.2263 -2.5116 -0.3218 -0.28 0.09 0.32 0.19
C 0.1214 1.5748 0.6760 0.49 -1.54 0.01 -0.23
H 1.0468 -0.4994 -2.0114 0.13 -0.03 0.02 0.22
C 0.7854 -0.4353 -0.9542 0.30 -0.34 0.26 -0.42
H 0.8006 1.6445 -1.3927 0.13 0.00 0.13 0.20
H -0.7002 -1.7592 -1.6556 0.90 -0.90 -0.57 0.21
C 0.2242 0.9758 -0.7484 0.11 0.16 -0.67 -0.42
H 0.0678 0.4317 2.3482 -0.12 0.25 0.52 0.35
N -1.5489 -1.0230 -0.0231 2.31 -0.14 -0.24 -0.88
```
Positions in Å, forces in eV/Å.

Output
ΔE to the lowest compared entry with this formula, charge and spin   3.584 eV
HOMO-LUMO gap   10.12 eV
Calculated total energy   -7319.4453 eV
Net charge   0



(5)
This record from the OMol25 dataset describes an isolated molecule of C5H10O at a distorted geometry. The level of theory is the ωB97M-V functional and the def2-TZVPD basis.

The geometry in XYZ format:
```
16
Properties=species:S:1:pos:R:3:forces:R:3:nbo_charge:R:1
C -1.5775 -0.4783 0.4746 0.03 0.00 0.06 -0.61
C 0.0484 1.5600 0.0502 -0.04 0.27 0.07 -0.41
H 1.3702 -0.3865 1.0276 0.21 0.36 -0.37 0.15
O 1.1193 -1.9145 -0.2669 0.05 0.02 0.41 -0.71
H 2.5254 -0.4016 -0.3063 -0.10 0.11 -0.15 0.18
C -0.8899 0.5005 -0.4539 -0.09 -0.03 -0.05 -0.21
H -0.9932 -0.6617 1.3836 -0.05 0.05 -0.13 0.19
H 0.8515 0.6291 -1.8070 -0.04 0.01 0.15 0.22
H 0.9590 -2.0818 0.6614 -0.39 -1.49 -0.19 0.47
H 0.0301 2.5557 -0.3767 -0.11 -0.08 0.03 0.22
H 0.2924 1.5311 1.1123 -0.04 0.05 -0.23 0.20
H -1.5100 0.8038 -1.2963 0.13 -0.07 0.11 0.21
C 1.4689 -0.5542 -0.0613 0.15 0.64 0.38 -0.06
H -1.7338 -1.4418 -0.0219 0.00 0.15 0.08 0.22
H -2.5518 -0.0908 0.7934 0.15 -0.04 -0.05 0.21
C 0.5786 0.4189 -0.7756 0.15 0.03 -0.13 -0.26
```
Positions in Å, forces in eV/Å.

Output
ΔE to the lowest compared entry with this formula, charge and spin   1.450 eV
HOMO-LUMO gap   10.98 eV
Calculated total energy   -7393.3155 eV
Net charge   0
SMILES   C[C@H]1C[C@H]1CO



(6)
This record from the OMol25 dataset describes a structure of composition C33H28AlBF3O7 at a distorted geometry. The level of theory is the ωB97M-V functional and the def2-TZVPD basis.

The geometry in XYZ format:
```
73
Properties=species:S:1:pos:R:3:forces:R:3:mulliken_charge:R:1
H -0.6549 -2.1975 -1.5249 -0.03 -0.05 -0.01 0.58
B -2.2719 4.1375 -1.6919 0.38 0.01 -0.34 0.41
C -0.9163 3.9232 -2.4017 -0.16 -0.06 0.43 -0.58
C -2.6102 -5.1844 -3.6264 0.06 -0.05 0.07 0.01
C -0.0670 -5.7875 -0.2076 0.07 0.01 0.08 -0.65
H -3.0091 1.2212 5.1816 -0.02 0.00 0.00 0.38
H -2.7468 1.2545 2.7180 0.00 0.00 -0.03 0.53
H 2.2410 1.3885 -0.6810 -0.15 -0.02 0.19 0.09
H 0.7707 -2.5727 0.4579 -0.01 0.04 -0.01 0.49
C 3.5630 3.7455 6.0628 0.10 0.03 0.03 -0.68
C -3.8400 -7.3303 -4.8813 -0.01 0.03 -0.02 -0.46
C 2.5335 3.2825 5.2532 -0.06 -0.03 -0.08 0.42
H -0.6269 1.9705 1.7120 0.10 0.01 -0.01 0.86
Al -0.6187 1.9877 -2.9144 0.24 0.53 -0.92 0.02
H 1.1335 -4.8713 1.3063 0.02 0.00 0.01 0.39
C -1.9459 -4.0166 -2.9745 0.15 0.10 0.18 0.58
C 2.0730 1.2820 -2.8249 -0.04 0.16 -0.46 -0.46
O 1.0052 1.7367 -3.6154 -0.38 -0.12 0.76 -0.47
C 4.7448 4.1843 5.4935 0.01 0.00 -0.04 -0.40
H 3.4266 3.7573 7.1348 -0.07 -0.03 0.02 0.47
H 3.8807 3.1043 -0.4723 0.17 0.09 0.14 0.03
C 4.9069 4.1573 4.1120 0.01 0.00 0.04 -0.63
H -2.8014 -8.5599 -3.4588 0.05 0.00 0.06 0.46
C -2.0753 1.5438 4.7402 0.00 -0.01 -0.05 -0.55
H 5.5440 4.5488 6.1253 0.02 0.00 0.01 0.38
H 5.8338 4.4962 3.6688 0.02 0.01 0.00 0.41
C -1.9297 1.5601 3.3573 -0.07 -0.04 0.06 -0.57
H 3.6930 3.5960 -2.1537 0.18 0.10 -0.16 0.34
C 1.5919 2.8024 2.9685 -0.02 0.00 -0.05 0.32
H 1.9437 0.2231 -2.5845 -0.04 -0.19 0.08 0.13
O 1.7411 2.7921 1.7677 0.00 0.02 -0.04 -0.62
O -2.3502 4.5023 -0.3627 -0.50 -0.04 0.03 -0.58
F -1.5243 1.4698 -0.1829 -0.03 -0.07 -0.13 -0.24
H -1.7241 1.6003 -4.0196 -0.08 -0.09 0.11 -0.42
H 1.5596 2.8344 -1.4041 -0.28 0.02 0.04 -0.24
H 0.0881 -6.7948 0.1519 -0.03 -0.05 -0.04 0.47
F 0.0482 0.0720 -0.7102 0.03 -0.05 0.04 -0.22
C 0.5169 -4.7079 0.4322 -0.02 0.05 -0.03 -0.53
C -0.4818 -3.1989 -1.1539 0.02 0.09 -0.01 -0.60
H -4.3190 -8.1659 -5.3743 -0.01 -0.01 -0.01 0.39
C 0.1672 2.3592 4.9919 0.10 0.05 -0.07 0.50
C -0.8650 -5.5789 -1.3255 -0.07 -0.01 -0.11 0.43
C -2.3774 -6.4850 -3.1763 0.03 0.10 0.04 0.16
C 1.2706 2.8015 5.8874 -0.02 -0.02 0.05 0.55
C -0.7367 1.9658 2.7859 0.00 0.03 -0.02 -0.70
C -1.4808 -6.7493 -2.0108 0.06 0.00 0.07 0.59
H -1.1337 1.9330 6.6320 0.06 0.03 0.03 0.47
C -1.0302 1.9404 5.5563 -0.10 -0.03 0.01 -0.65
H 3.9954 3.6770 2.2258 -0.07 -0.02 -0.03 0.61
H -0.9138 4.4260 -3.3684 -0.02 -0.08 -0.24 0.23
H 4.4632 2.0473 -1.7745 0.25 -0.07 0.00 0.43
C 2.3138 2.0649 -1.5273 0.56 -0.10 0.08 0.77
C 0.3145 2.3683 3.6003 0.04 0.00 0.11 -0.08
C -3.4625 -4.9619 -4.6991 -0.07 -0.02 -0.10 -0.52
H -1.4672 4.4979 -0.0045 0.39 0.13 0.25 0.27
C 3.6858 2.7441 -1.4787 -0.58 -0.02 -0.01 -1.17
C 2.6924 3.2668 3.8672 -0.08 -0.02 0.08 -0.03
C 3.8837 3.7005 3.3008 0.11 0.04 -0.02 -0.31
O -3.4899 3.9715 -2.3559 -0.18 0.29 0.39 -0.61
C -4.0777 -6.0324 -5.3229 0.00 -0.05 0.00 -0.47
H 2.9825 1.3392 -3.4315 0.16 0.01 -0.11 0.34
O 1.1554 2.7758 7.0962 0.00 0.01 0.01 -0.70
H -0.0932 4.3361 -1.8144 0.20 -0.04 0.03 0.30
H -4.7443 -5.8579 -6.1569 -0.01 0.00 -0.02 0.39
H -3.6341 -3.9486 -5.0345 0.05 0.05 0.05 0.50
C -2.9925 -7.5564 -3.8116 -0.06 -0.05 -0.07 -0.56
C -0.9945 0.7838 -1.2673 -0.09 -0.17 0.10 0.69
H -3.6861 3.0398 -2.4298 -0.14 -0.33 -0.37 0.30
O -2.1042 -2.8892 -3.3761 -0.18 0.01 -0.26 -0.61
O -1.2677 -7.8847 -1.6360 -0.02 -0.03 -0.01 -0.69
C 0.3125 -3.4154 -0.0422 0.04 -0.06 0.06 -0.43
C -1.0742 -4.2801 -1.7946 -0.04 -0.13 0.01 0.01
F -1.9370 -0.1855 -1.5280 0.07 0.12 0.11 -0.30
```
Positions in Å, forces in eV/Å.

Output
ΔE to the lowest compared entry with this formula, charge and spin   0.242 eV
HOMO-LUMO gap   6.15 eV
Calculated total energy   -64441.3356 eV
Net charge   -1



LUMO energy for every record listed, in sequence, given in eV: 0.46; 0.70; -2.05; 0.86; 1.01; 0.81.